A 4-piece molecular cluster, CH12NO3 overall at a distorted geometry. Source: the Open Molecules 2025 dataset; level of theory: ωB97M-V/def2-TZVPD.

XYZ file:
```
17
Properties=species:S:1:pos:R:3:forces:R:3
C 0.234 2.153 0.300 -2.1 -1.5 -1.9
N 0.614 1.173 1.314 -2.4 -4.3 0.5
H -0.426 1.520 -0.387 0.5 1.7 0.6
H 1.082 2.386 -0.254 1.5 0.5 -0.9
H -0.188 3.096 0.643 -0.3 -0.5 0.4
H 0.310 1.476 2.229 1.2 0.3 0.7
H -0.089 0.227 1.271 2.1 2.8 -0.7
H 1.561 0.733 1.144 -0.7 0.5 0.9
H 3.144 -1.533 0.190 -1.0 0.8 0.9
H 1.972 -1.741 1.168 -0.6 -1.0 0.4
O 2.515 -1.062 0.804 1.4 0.4 -1.3
H -2.624 -0.440 -2.953 0.3 -0.2 0.8
H -1.810 -1.642 -3.294 0.0 0.7 1.5
O -1.983 -1.038 -2.512 -0.4 -0.6 -2.3
H -1.496 -2.050 0.923 0.0 0.4 -1.8
H -1.627 -1.741 -0.732 0.4 0.3 1.6
O -1.190 -1.516 0.144 -0.2 -0.3 0.5
```
Positions in Å, forces in eV/Å.

Summary:
- HOMO level: -14.91 eV
- Charge: +1

=====

C32H60F15MgN4O13S5 as an isolated structure at a distorted geometry. Source: the Open Molecules 2025 dataset; level of theory: ωB97M-V/def2-TZVPD.

XYZ file:
```
130
Properties=species:S:1:pos:R:3:forces:R:3
Mg -6.827 16.888 -2.919 -1.0 1.5 0.4
C 2.309 16.898 -10.285 -0.4 -1.3 -0.2
C 1.494 16.304 -9.115 -0.1 1.4 0.7
C 0.566 17.415 -8.560 -1.3 -1.9 -0.7
N -0.474 16.973 -7.500 -0.8 1.0 0.0
C -1.158 18.344 -7.016 0.5 -2.0 1.7
C -2.058 18.015 -5.760 -0.9 1.0 -2.6
C -1.458 17.277 -4.648 1.2 -1.4 0.7
C -0.862 15.913 -5.146 1.9 1.7 0.3
C 0.193 16.267 -6.284 -1.6 -0.9 -1.2
C -1.612 16.072 -8.117 1.6 0.9 0.0
H 1.736 16.836 -11.210 -0.5 0.4 0.1
H 3.051 16.132 -10.514 0.8 0.6 0.2
H 2.655 17.927 -10.190 0.4 -0.3 0.3
H 2.052 16.088 -8.204 0.9 -0.5 -0.5
H 1.068 15.369 -9.480 -0.5 0.2 0.3
H -0.069 17.769 -9.373 0.2 0.6 0.1
H 1.220 18.181 -8.144 -0.4 0.1 0.1
H -0.292 18.961 -6.776 -0.1 0.1 0.1
H -1.737 18.794 -7.823 0.1 -0.3 -0.1
H -2.542 18.935 -5.435 0.2 0.0 0.0
H -2.870 17.419 -6.176 -0.3 0.1 0.2
H -0.665 17.879 -4.205 0.4 -0.1 0.0
H -2.157 17.136 -3.823 -0.3 -0.1 -0.3
H -0.242 15.497 -4.352 0.1 0.0 0.2
H -1.569 15.106 -5.341 -0.2 0.4 -0.6
H 1.069 16.857 -6.014 -0.4 0.4 0.5
H 0.623 15.381 -6.751 -0.2 -0.3 0.2
H -2.255 15.729 -7.307 0.0 0.2 -0.4
H -1.178 15.250 -8.685 0.3 -0.2 0.5
H -2.094 16.669 -8.890 -0.3 0.2 0.5
C -12.163 15.822 -6.291 0.3 -0.9 0.4
C -12.720 17.206 -6.088 -0.4 1.1 0.8
C -11.876 18.380 -6.565 0.3 0.9 0.3
N -12.234 19.825 -5.940 -0.8 0.8 -0.7
C -11.532 20.981 -6.809 1.0 -1.2 1.9
C -10.019 21.019 -6.458 0.3 0.2 1.7
C -9.729 21.019 -4.849 0.0 1.5 -1.1
C -10.385 19.906 -4.100 0.9 0.5 -0.9
C -11.883 19.946 -4.390 0.9 -1.8 -0.7
C -13.730 20.198 -6.038 0.6 -1.0 0.2
H -11.319 15.581 -5.644 0.3 0.5 -0.1
H -11.912 15.542 -7.315 -0.1 0.2 -0.1
H -12.897 15.106 -5.922 -0.3 0.0 -0.3
H -12.897 17.348 -5.022 -0.1 -0.2 0.1
H -13.688 17.286 -6.583 -0.1 0.0 0.0
H -11.965 18.382 -7.652 -0.1 0.9 -0.1
H -10.808 18.299 -6.361 -0.1 -0.2 0.3
H -11.731 20.820 -7.868 -0.1 -0.4 0.2
H -12.023 21.909 -6.514 0.0 -0.1 0.2
H -9.449 20.217 -6.927 -0.3 -0.3 0.1
H -9.592 21.918 -6.900 -0.1 0.2 0.1
H -8.687 21.074 -4.534 0.4 -0.4 -1.0
H -10.058 21.953 -4.392 -0.6 0.4 -0.4
H -9.771 19.042 -4.354 -1.1 -0.9 -0.4
H -10.070 19.974 -3.058 -0.9 0.3 0.4
H -12.263 19.045 -3.909 -0.8 0.2 -0.2
H -12.395 20.850 -4.059 0.3 -0.1 0.0
H -14.326 19.496 -5.455 0.1 -0.3 -0.3
H -14.015 20.213 -7.090 0.0 -0.1 0.1
H -13.942 21.163 -5.579 0.6 0.1 -0.2
C -4.416 20.894 4.226 0.1 -0.3 1.4
C -3.578 19.824 3.523 0.4 1.2 -0.6
C -3.728 18.418 4.101 0.3 1.0 -1.7
N -2.980 17.366 3.185 -0.3 -0.9 2.0
C -3.100 16.037 4.012 -0.9 -0.3 -0.1
C -4.560 15.464 4.296 1.2 2.2 -1.7
C -5.316 15.481 2.938 -0.6 0.0 -0.4
C -5.090 16.800 2.024 0.0 -1.8 0.7
C -3.623 17.201 1.838 -1.4 -0.4 0.9
C -1.491 17.611 3.028 -0.9 0.3 0.3
H -4.361 21.924 3.873 0.0 -0.4 -0.9
H -4.092 21.054 5.254 0.0 -0.5 0.4
H -5.448 20.546 4.258 -0.1 0.3 -0.1
H -2.514 20.052 3.575 0.1 0.3 0.2
H -3.829 20.008 2.478 -0.1 -1.0 -0.3
H -4.777 18.129 4.162 0.3 -0.2 -0.1
H -3.305 18.498 5.102 0.3 -0.8 -0.1
H -2.546 16.253 4.926 0.0 -0.1 0.0
H -2.594 15.264 3.434 0.2 0.2 -0.1
H -5.129 16.152 4.922 0.3 -0.1 0.4
H -4.458 14.516 4.825 -0.1 -0.1 -0.4
H -6.357 15.304 3.211 -0.4 1.0 -0.1
H -5.259 14.577 2.333 1.2 0.0 -0.2
H -5.704 17.627 2.381 0.1 0.0 -0.2
H -5.386 16.592 0.996 -0.5 -0.1 0.2
H -3.656 18.121 1.254 0.7 0.0 0.2
H -3.067 16.406 1.341 0.1 0.2 -0.1
H -0.963 16.782 2.556 -0.6 -0.2 -0.1
H -1.089 17.692 4.038 0.1 0.6 -0.2
H -1.408 18.485 2.382 0.4 0.1 0.4
C -6.113 20.286 -0.454 -2.3 -1.6 0.9
F -5.023 19.530 -0.538 0.6 0.4 -0.5
F -6.128 20.787 0.808 0.2 0.5 -0.9
F -6.173 21.237 -1.383 0.5 -0.5 0.8
S -7.614 19.049 -0.540 -2.0 1.7 -0.6
O -7.576 18.266 0.662 0.8 -0.2 0.1
O -8.854 19.867 -0.640 2.7 -1.3 -0.7
O -7.236 18.275 -1.765 -0.3 2.0 1.7
C -5.539 18.604 -6.948 0.4 -1.1 0.2
F -4.315 19.132 -7.296 -1.4 -0.7 0.5
F -6.432 19.101 -7.787 -0.2 0.6 0.5
F -5.548 17.262 -7.182 0.5 1.3 0.5
S -5.807 18.893 -5.022 1.6 -1.0 3.8
O -6.085 20.298 -4.765 -0.3 -1.4 -1.4
O -6.836 17.920 -4.497 -0.4 1.9 -3.1
O -4.571 18.388 -4.374 -0.8 1.2 -1.9
C -10.197 15.745 -0.416 -0.3 -0.8 0.5
F -10.887 16.820 -0.057 0.7 0.9 -0.6
F -9.172 15.573 0.449 -0.1 0.4 -1.0
F -11.050 14.755 -0.166 -0.1 -1.0 -0.4
S -9.745 15.657 -2.318 -0.5 -0.8 -0.1
O -8.303 15.926 -2.381 -0.3 -1.2 0.7
O -10.100 14.336 -2.793 0.3 0.8 0.9
O -10.463 16.744 -2.905 -0.9 0.8 -0.1
C -4.843 14.158 -0.969 -0.9 -0.4 0.2
F -4.025 13.801 0.031 0.1 1.4 0.1
F -5.163 12.996 -1.504 -0.5 0.4 -0.7
F -5.990 14.745 -0.468 1.8 -0.5 -0.6
S -4.034 15.371 -2.269 0.7 2.8 4.3
O -3.848 16.694 -1.551 -0.7 -3.5 -1.8
O -2.795 14.673 -2.662 -2.5 1.7 0.0
N -5.487 15.620 -3.242 5.9 -3.7 0.7
S -5.038 14.647 -4.457 -1.8 -2.9 -2.8
O -4.382 15.380 -5.496 0.5 0.2 -0.2
O -4.470 13.325 -4.105 -1.7 2.7 -0.5
C -6.827 14.295 -5.108 0.9 -1.7 -0.9
F -7.405 13.567 -4.216 -0.9 -0.4 2.3
F -7.543 15.352 -5.390 -0.1 1.3 0.2
F -6.871 13.502 -6.195 1.2 0.5 -0.7
```
Positions in Å, forces in eV/Å.

Summary:
- HOMO level: -11.14 eV
- Charge: +1

=====

A single C21H20BrN3O3 molecule at a distorted geometry. Source: the Open Molecules 2025 dataset; level of theory: ωB97M-V/def2-TZVPD.

XYZ file:
```
48
Properties=species:S:1:pos:R:3:forces:R:3
C 0.660 -1.991 -0.230 0.3 -0.1 0.0
H 1.442 -1.245 -0.372 0.0 -0.1 0.0
O -0.555 -1.289 -0.297 -0.6 0.0 0.1
C -1.726 -1.989 -0.130 0.1 0.1 -0.1
C -1.778 -3.358 0.069 0.2 0.0 0.0
C -2.989 -4.004 0.271 -0.1 0.0 0.0
C -4.162 -3.279 0.265 0.0 -0.2 0.1
C -4.124 -1.912 0.047 0.1 0.1 -0.1
C -2.923 -1.237 -0.152 0.0 -0.2 0.0
N -2.877 0.144 -0.311 0.1 0.1 0.2
C -3.897 0.997 0.244 0.0 0.1 0.0
H -4.622 1.309 -0.525 0.0 -0.1 0.1
C -3.198 2.238 0.854 -0.1 0.1 0.3
N -1.899 2.402 0.235 -0.1 0.3 0.1
C -0.804 2.220 1.006 -0.5 0.4 0.0
O -0.850 2.219 2.225 0.3 -0.2 0.1
C 0.514 2.031 0.343 1.0 -0.2 -0.3
N 0.896 2.479 -0.829 -1.0 0.4 0.1
O 2.178 2.102 -1.014 0.7 -0.3 0.1
C 2.604 1.404 0.058 -1.1 0.0 0.9
C 1.577 1.333 0.967 0.6 0.1 -0.7
H 1.544 0.873 1.930 0.0 -0.1 0.2
C 3.957 0.885 0.073 0.4 -0.1 -0.2
C 4.832 1.180 -0.975 -0.2 0.0 0.2
C 6.122 0.690 -0.968 0.2 -0.1 0.1
C 6.541 -0.099 0.091 0.2 -0.1 0.0
C 5.688 -0.406 1.140 0.2 0.0 0.0
C 4.399 0.087 1.129 -0.1 0.2 -0.2
H 3.731 -0.149 1.942 -0.1 0.0 0.1
H 6.032 -1.022 1.956 0.0 0.0 0.0
Br 8.318 -0.777 0.106 -0.2 0.1 0.0
H 6.800 0.919 -1.776 0.0 0.0 0.0
H 4.491 1.797 -1.791 0.0 0.1 -0.1
C -1.952 2.206 -1.193 0.1 -0.1 -0.3
H -1.016 2.523 -1.650 -0.3 0.0 -0.1
C -2.240 0.718 -1.476 0.1 0.0 -0.3
H -2.883 0.625 -2.368 0.1 0.0 0.0
H -1.310 0.183 -1.662 -0.1 0.1 -0.1
H -2.761 2.836 -1.573 0.1 0.0 0.0
H -3.030 2.107 1.924 -0.1 0.0 -0.2
H -3.798 3.140 0.694 0.0 0.0 0.0
H -4.432 0.468 1.031 0.0 0.0 -0.1
H -5.051 -1.360 0.020 -0.1 0.1 0.0
H -5.110 -3.771 0.419 -0.1 0.0 0.0
H -3.002 -5.070 0.433 0.0 -0.1 0.0
H -0.871 -3.941 0.090 0.1 0.0 0.0
H 0.737 -2.745 -1.020 0.0 0.0 0.1
H 0.795 -2.471 0.745 0.0 0.0 0.0
```
Positions in Å, forces in eV/Å.

Summary:
- SMILES: COc1ccccc1N1CCN(C(=O)c2cc(-c3ccc(Br)cc3)on2)CC1
- HOMO level: -7.78 eV
- Charge: 0

=====

Q: Look up the charge of the second one.
A: +1